# 1
C3H7N3 | ωB97M-V/def2-TZVPD

Last column: natural (NBO) charge in e.
Element x y z (Å)
N  -1.7637  0.4897  -0.0079  -0.20
N  1.6069  -0.5129  -0.0027  -0.48
N  -0.6888  -0.3215  -0.0178  -0.44
C  2.8835  0.1651  0.0096  -0.42
C  -2.9156  -0.0563  0.0122  -0.17
C  0.5755  0.2220  -0.0048  0.27
H  0.5670  1.3226  0.0017  0.16
H  3.4612  -0.1306  -0.8703  0.20
H  -0.7816  -1.3347  0.0081  0.38
H  2.8109  1.2678  0.0170  0.17
H  -3.0755  -1.1392  0.0282  0.15
H  3.4629  -0.1487  0.8857  0.20
H  -3.7861  0.5906  0.0263  0.19

Cartesian forces, eV/Å:
N -0.5 -0.3 0.0
N -0.4 0.4 0.0
N 0.2 -0.1 0.0
C 0.3 0.1 0.0
C 0.1 0.2 0.0
C 0.2 -0.1 0.0
H 0.0 -0.3 0.0
H 0.0 0.0 0.0
H 0.0 0.2 0.0
H -0.1 -0.3 0.0
H 0.1 0.1 0.0
H -0.1 0.1 -0.1
H 0.2 0.0 0.0

Results
* energy above the lowest of the compared OMol25 structures with the same formula, charge and spin: 35.4 kcal/mol
* Kohn-Sham gap: 9.75 eV
* energy: -7693.1449 eV
* net charge: 0
* SMILES: C=NN/C=N/C


# 2
C4H15MgNOSi2 | ωB97M-V/def2-TZVPD

Last column: natural (NBO) charge in e.
Element x y z (Å)
Si  -0.0700  1.0094  0.7369  1.74
Si  -2.1656  0.0304  -1.0004  1.44
Mg  -4.8603  -3.0100  -0.4778  1.74
O  -1.6753  1.1963  0.1072  -1.16
N  0.6973  -0.4742  0.1514  -1.03
C  2.1259  -0.5709  0.6117  -0.23
C  3.1278  -0.2113  -0.5234  -0.63
C  0.8807  2.5874  0.2821  -1.12
C  -2.7601  -1.5591  -0.0224  -1.09
H  0.4547  2.9746  -0.6555  0.26
H  3.9617  -0.9252  -0.4983  0.24
H  -3.3425  0.4926  -1.7588  -0.18
H  -3.6509  -1.2132  0.5757  0.22
H  2.3148  -0.0256  1.5486  0.20
H  2.2843  -1.6366  0.8246  0.21
H  -0.2196  1.0179  2.2114  -0.19
H  3.5677  0.7814  -0.3958  0.22
H  -3.1061  -2.3274  -0.7836  0.06
H  2.6346  -0.3491  -1.4902  0.22
H  1.9554  2.4125  0.1555  0.26
H  0.7450  3.3439  1.0656  0.27
H  0.2459  -1.2513  0.6318  0.36
H  -2.0165  -1.9491  0.6835  0.30
H  -1.1291  -0.3433  -1.9797  -0.12

Cartesian forces, eV/Å:
Si 0.7 1.7 0.0
Si 0.6 2.2 0.0
Mg 0.3 0.3 0.4
O 0.4 -2.7 -1.0
N -0.6 0.7 1.1
C 0.6 -0.7 -0.9
C -0.1 -0.3 0.6
C -0.5 -0.6 -0.1
C -1.6 -0.1 0.6
H 0.3 0.0 0.2
H -0.2 0.2 0.1
H -0.3 -0.2 0.3
H 0.5 0.2 -0.1
H 0.0 0.0 -0.3
H -0.1 0.3 0.2
H -0.2 -0.4 0.0
H -0.3 -0.1 -0.3
H 1.1 0.2 -0.4
H 0.1 0.3 0.1
H -0.2 0.0 0.0
H 0.0 -0.2 -0.2
H -0.1 -0.2 -0.3
H -0.3 -0.5 -0.3
H -0.1 -0.3 0.3

Results
* energy above the lowest of the compared OMol25 structures with the same formula, charge and spin: 16.8 kcal/mol
* Kohn-Sham gap: 2.43 eV
* energy: -29110.8595 eV
* net charge: +2


Question: Which of these has the lowest energy?
Answer: C4H15MgNOSi2


Question: Among the records above, which one has the highest energy above the lowest of the compared OMol25 structures with the same formula, charge and spin?
Answer: C3H7N3


Question: Which formula does entry 1 have?
Answer: C3H7N3


Question: Which value of net charge does entry 2 give?
Answer: +2